{
  "formula": "C4H7NO",
  "method": "ωB97M-V with the def2-TZVPD basis set",
  "symbols": ["C", "C", "C", "N", "C", "O", "H", "H", "H", "H", "H", "H", "H"],
  "coordinates": [[1.52178, 0.48038, 0.25066], [0.48787, -0.31301, -0.47415], [-0.43120, -1.16286, 0.28582], [-1.39078, -0.13266, 0.73461], [-1.66626, 0.75070, -0.16897], [-0.95340, 1.04274, -1.19064], [1.42491, 1.51968, -0.06281], [1.43624, 0.41563, 1.34002], [2.52113, 0.14122, -0.04975], [0.60429, -0.43830, -1.53221], [-0.93056, -1.93504, -0.31940], [-0.00710, -1.63894, 1.18370], [-2.62250, 1.26204, 0.00267]],
  "homo_energy_ev": -8.944,
  "de_lowest_kcal_mol": 70.6,
  "molar_mass_g_mol": 85.11,
  "lumo_energy_ev": -0.04
}

---

{
  "formula": "C4H7NO",
  "method": "ωB97M-V with the def2-TZVPD basis set",
  "symbols": ["C", "C", "O", "C", "C", "N", "H", "H", "H", "H", "H", "H", "H"],
  "coordinates": [[1.86857, -0.28356, 0.73758], [0.69121, 0.44515, 0.13836], [0.50339, 1.64105, 0.31950], [-0.18457, -0.38776, -0.71956], [-1.51901, -0.66789, -0.15833], [-1.57631, 0.50536, -1.02991], [1.58115, -1.28590, 1.07280], [2.27961, 0.29744, 1.56563], [2.63829, -0.40936, -0.03216], [-0.69801, 0.18156, -1.77638], [-1.68854, -0.40471, 0.88584], [-2.10263, -1.52196, -0.49813], [-1.38135, 1.37324, -0.51802]],
  "homo_energy_ev": -9.019,
  "de_lowest_kcal_mol": 99.5,
  "molar_mass_g_mol": 85.11,
  "lumo_energy_ev": 1.04
}

---

{
  "formula": "C4H7NO",
  "method": "ωB97M-V with the def2-TZVPD basis set",
  "symbols": ["C", "C", "C", "N", "C", "O", "H", "H", "H", "H", "H", "H", "H"],
  "coordinates": [[1.03397, -0.89849, -1.18349], [0.52611, -0.04930, -0.05075], [-0.22304, 1.22363, -0.22173], [-0.92310, 0.01518, 0.16663], [-1.35926, -0.09288, 1.49187], [-1.51931, 0.82635, 2.25753], [1.07436, -1.95030, -0.88031], [2.04397, -0.58839, -1.47174], [0.37782, -0.81684, -2.05443], [1.12098, -0.09323, 0.86330], [-0.11747, 1.99138, 0.54196], [-0.46063, 1.57366, -1.22450], [-1.57441, -1.14075, 1.76567]],
  "homo_energy_ev": -10.001,
  "smiles": "C[C@H]1CN1C=O",
  "de_lowest_kcal_mol": 39.1,
  "molar_mass_g_mol": 85.11,
  "lumo_energy_ev": 1.03
}

---

{
  "formula": "C4H7NO",
  "method": "ωB97M-V with the def2-TZVPD basis set",
  "symbols": ["C", "C", "O", "C", "C", "N", "H", "H", "H", "H", "H", "H", "H"],
  "coordinates": [[0.72178, -0.68105, -1.69689], [0.11592, -0.71604, -0.30775], [0.67099, 0.33911, 0.45984], [-0.09082, 0.66572, 1.57976], [-1.26644, 1.47127, 1.18147], [-2.13886, 2.13499, 0.81089], [1.80695, -0.82656, -1.70744], [0.23665, -1.46087, -2.29637], [0.51064, 0.28867, -2.15525], [0.27876, -1.68718, 0.19716], [-0.95965, -0.54286, -0.44629], [0.55257, 1.23855, 2.25636], [-0.43849, -0.22376, 2.12451]],
  "homo_energy_ev": -10.824,
  "smiles": "CCOCC#N",
  "de_lowest_kcal_mol": 36.1,
  "molar_mass_g_mol": 85.11,
  "lumo_energy_ev": 0.89
}

---

{
  "formula": "C4H7NO",
  "method": "ωB97M-V with the def2-TZVPD basis set",
  "symbols": ["C", "C", "C", "N", "C", "O", "H", "H", "H", "H", "H", "H", "H"],
  "coordinates": [[-1.08552, -0.40255, -0.91998], [-0.00167, 0.53226, -0.38399], [1.00931, 0.82356, -1.49896], [1.91207, 0.10250, -1.62918], [0.62871, -0.02984, 0.93328], [-0.39674, 0.10711, 1.90972], [-1.50263, 0.01521, -1.83731], [-0.70180, -1.40883, -1.14351], [-1.87429, -0.49221, -0.16933], [-0.37642, 1.50298, -0.13991], [1.51254, 0.55931, 1.20806], [0.93717, -1.08792, 0.84666], [-0.07033, -0.20159, 2.76498]],
  "homo_energy_ev": -10.845,
  "smiles": "C[C@H](C#N)CO",
  "de_lowest_kcal_mol": 55.9,
  "molar_mass_g_mol": 85.11,
  "lumo_energy_ev": 0.28
}

---

{
  "formula": "C4H7NO",
  "method": "ωB97M-V with the def2-TZVPD basis set",
  "symbols": ["C", "C", "N", "C", "C", "O", "H", "H", "H", "H", "H", "H", "H"],
  "coordinates": [[-2.29548, -0.75943, 0.56929], [-1.29376, 0.08540, 0.61392], [-0.38191, 0.89648, 0.69629], [0.83684, 0.79318, -0.12283], [0.98923, -0.50914, -0.88241], [1.94046, 0.92699, 0.72924], [-2.28490, -1.64407, 1.19540], [-3.13045, -0.58519, -0.09872], [0.78258, 1.63674, -0.82778], [1.93462, -0.50001, -1.43008], [0.99616, -1.35110, -0.18377], [0.16636, -0.64656, -1.59042], [1.74026, 1.65670, 1.33187]],
  "homo_energy_ev": -9.097,
  "smiles": "C=C=N[C@H](C)O",
  "de_lowest_kcal_mol": 46.3,
  "molar_mass_g_mol": 85.11,
  "lumo_energy_ev": 0.93
}